{
  "formula": "C18H17IN4OSn",
  "method": "wB97M-V/def2-TZVPD",
  "homo_lumo_gap_ev": 6.5,
  "homo_ev": -14.648,
  "charge": 2,
  "fmax_ev_per_a": 0.4,
  "e_above_lowest_ev": 0.215,
  "total_energy_ha": -1501.84109,
  "elements": ["Sn", "C", "C", "C", "C", "N", "C", "C", "C", "C", "C", "C", "N", "H", "H", "H", "H", "H", "H", "H", "H", "N", "C", "C", "C", "C", "C", "C", "H", "H", "H", "H", "H", "N", "C", "O", "C", "I", "H", "H", "H", "H"],
  "coordinates": [[-0.202, -1.287, -0.298], [-4.798, -0.911, -0.588], [-5.039, 0.427, -0.333], [-3.976, 1.279, -0.058], [-2.696, 0.756, -0.048], [-2.471, -0.538, -0.302], [-3.488, -1.357, -0.564], [-1.479, 1.559, 0.262], [-1.539, 2.895, 0.619], [-0.371, 3.580, 0.906], [0.840, 2.910, 0.832], [0.832, 1.580, 0.471], [-0.298, 0.915, 0.184], [-5.601, -1.601, -0.805], [-6.050, 0.814, -0.347], [-4.160, 2.324, 0.141], [-3.241, -2.394, -0.758], [-2.490, 3.400, 0.684], [-0.409, 4.623, 1.189], [1.776, 3.404, 1.050], [1.747, 1.011, 0.406], [1.431, -0.531, -1.513], [2.471, -0.796, -2.222], [2.410, -0.730, -3.675], [3.523, -0.951, -4.434], [4.723, -1.264, -3.780], [4.852, -1.358, -2.382], [3.751, -1.130, -1.613], [1.450, -0.491, -4.114], [3.496, -0.898, -5.513], [5.604, -1.446, -4.387], [5.809, -1.609, -1.946], [3.783, -1.192, -0.532], [0.416, -2.536, 3.889], [0.223, -1.428, 3.186], [0.404, -1.408, 1.953], [-0.209, -0.208, 3.944], [-2.264, 0.191, 3.564], [0.706, -3.381, 3.421], [0.291, -2.556, 4.887], [0.358, 0.653, 3.604], [-0.114, -0.323, 5.018]]
}